[1]
# CH11NO5

A cluster of 5 separate species, CH11NO5 in total (ωB97M-V/def2-TZVPD, OMol25).

```
18
Properties=species:S:1:pos:R:3:forces:R:3
N 0.407198 -1.927271 1.988348 0.1203 -0.3397 -0.7169
C 0.293982 -2.693361 0.882302 -0.1131 0.8464 -0.3883
O 0.662163 -2.253007 -0.199334 -0.0009 -0.4654 -0.0208
H 0.079353 -2.146350 2.909236 -0.0578 -0.1187 -0.0179
H 0.739728 -1.002746 1.745982 0.0301 0.0914 0.7225
H -0.193973 -3.670054 0.946067 0.1090 -0.1491 0.3727
O 0.348168 0.906693 2.072251 -0.6346 0.8208 -0.1012
H 0.331189 1.878229 2.027270 0.4866 -0.1597 0.1234
H -0.520182 0.760136 1.669024 0.0730 -0.4363 0.0527
O -0.768167 2.761069 -0.126857 0.2129 -0.0151 0.1570
H -0.400453 1.881796 -0.306294 0.0261 -0.0562 -0.2436
H -0.230504 3.318164 -0.700824 -0.1558 0.0611 0.0619
O -1.896702 1.159637 -3.395601 -0.1495 0.0190 0.0165
H -1.363727 0.360559 -3.358316 0.0884 0.0589 -0.0374
H -1.418120 1.776142 -3.957189 0.0679 -0.0936 0.0254
O 1.037560 0.629876 -0.813776 0.3912 -0.4061 0.0359
H 1.033389 -0.316869 -1.025392 -0.3584 -0.0348 -0.0971
H 1.620350 0.612309 -0.043411 -0.1353 0.3773 0.0553
```
Forces are in eV/Å.

Charge: 0
SMILES: NC=O.O.O.O.O
Energy relative to the best compared isomer or geometry (same formula, charge and spin), kcal per mole: 13.8

Atom charges from the Mulliken analysis, given in e for atoms 1 to 4: -0.2687 0.1201 -0.5877 0.1894

---

[2]
# BrH15O7

A cluster of 8 separate species, BrH15O7 in total (ωB97M-V/def2-TZVPD, OMol25).

```
23
Properties=species:S:1:pos:R:3:forces:R:3
O -0.725244 -0.618262 0.072023 -0.4259 -0.7482 5.3484
H 0.166920 -0.565058 0.457039 1.2946 -0.5476 -0.4140
H -0.739619 -0.381853 -0.784950 0.2820 0.6423 -6.5624
H -1.090855 0.219395 0.427434 -2.1291 1.1673 1.4213
Br -2.961588 1.763193 0.990505 0.8197 -0.4551 -0.3234
O 0.414361 0.888411 2.415083 -3.8289 6.2624 2.8823
H 1.039468 0.310374 2.581765 5.1072 -5.1436 0.7944
H 0.500983 1.391433 3.373929 -1.0904 -1.3508 -3.7535
O 0.620744 -3.947331 0.285794 -0.0418 -3.2665 -2.2353
H 0.742758 -4.974443 0.449123 -0.2039 4.0869 0.7569
H 0.687925 -3.208207 0.872535 0.2966 -0.7828 1.5257
O -1.883956 1.618234 -2.163034 0.7992 -0.0162 -0.2422
H -2.424065 1.774035 -1.368141 0.0422 0.2410 0.2408
H -1.188108 2.301905 -2.176083 -0.7279 -0.3215 0.1875
O -0.308591 -1.252718 -2.709519 -1.7479 -0.7295 -1.7387
H -0.845687 -1.470240 -3.547105 0.8360 0.5606 2.1691
H 0.537649 -1.079337 -3.094047 0.9974 0.2565 -0.2199
O 0.241754 3.576133 1.167194 -2.1168 -0.8407 -1.7019
H 0.868120 2.976935 1.491435 2.1299 -0.8821 1.2670
H -0.337389 2.833749 0.805606 -0.1914 1.8513 0.4897
O 1.948668 -0.800072 0.385266 -2.8534 1.8129 3.6547
H 2.445420 -0.019464 0.297672 0.9270 1.8896 0.1074
H 2.290337 -1.336810 -0.229523 1.8253 -3.6862 -3.6539
```
Forces are in eV/Å.

Charge: 0
Energy relative to the best compared isomer or geometry (same formula, charge and spin), kcal per mole: 20.2

Atom charges from the Mulliken analysis, given in e for atoms 1 to 4: -0.1619 0.4114 0.3930 0.1921

---

[3]
# C3H10NO2

A cluster of 3 separate species, C3H10NO2 in total (ωB97M-V/def2-TZVPD, OMol25).

```
16
Properties=species:S:1:pos:R:3:forces:R:3
C 1.511545 -1.015287 0.533090 -0.2329 0.2474 -0.8882
C 0.918976 -2.105183 0.087213 -0.0111 0.7620 0.0993
C 0.957520 1.414506 0.507561 0.0018 -0.7130 0.0625
N 0.736576 0.192473 0.844569 0.2061 -1.2845 0.3815
H 2.538611 -0.976617 0.868024 0.0962 0.3761 -0.3810
H 1.538144 -2.956596 -0.148823 -0.3643 -0.3102 0.1758
H -0.156955 -2.048343 -0.031690 0.0655 -0.5211 -0.4512
H 1.234138 1.617816 -0.523533 1.1290 0.0138 0.3004
H 0.876997 2.179372 1.273952 -1.2533 0.3128 -0.4471
H -0.020126 -0.113289 1.457568 0.2174 1.1997 0.9414
H -0.574675 1.852395 -2.937307 -0.0344 -0.0489 0.0499
H -1.427529 1.007580 -1.977213 0.1633 0.1322 -0.1954
O -0.544428 1.376638 -2.098742 -0.0224 -0.0505 0.1968
H -2.732634 -0.554380 1.316637 -0.5419 -0.6106 0.8821
H -2.674510 0.104700 0.016543 -0.5675 0.3400 -1.2327
O -2.181649 0.024221 0.812158 1.1487 0.1549 0.5059
```
Forces are in eV/Å.

Charge: +1
Energy relative to the best compared isomer or geometry (same formula, charge and spin), kcal per mole: 69.3

Atom charges from the Mulliken analysis, given in e for atoms 1 to 4: -0.0542 -0.5907 -0.2019 0.0274

---

[4]
# C2H5BrClOP

An isolated molecule of C2H5BrClOP (ωB97M-V/def2-TZVPD, OMol25).

```
11
Properties=species:S:1:pos:R:3:forces:R:3
C -1.604920 -0.486730 -0.175281 0.8948 0.5676 -5.0529
P 0.254326 -0.504685 -0.313883 0.9130 -0.7435 0.5139
O 0.754188 -0.881707 -1.661361 -0.6472 0.6905 1.0767
Cl 0.918495 -1.907743 1.130137 -0.5888 0.7844 -0.6369
C 1.073325 1.098370 0.393122 -1.4625 0.2077 0.1975
Br 3.009476 0.936522 0.303773 -0.4593 0.1153 -0.3464
H -2.022753 -1.274719 -0.949822 1.2757 1.4345 1.3279
H -2.083797 -0.731429 0.701808 -0.6646 0.1293 2.2994
H -1.855323 0.529507 -0.683159 -0.0072 -1.5574 1.2926
H 0.906128 1.261420 1.519767 -0.3128 -0.2753 -1.9602
H 0.650858 1.961199 -0.265102 1.0591 -1.3531 1.2886
```
Forces are in eV/Å.

Charge: 0
SMILES: C[P@](=O)(Cl)CBr
Energy relative to the best compared isomer or geometry (same formula, charge and spin), kcal per mole: 0.0

Atom charges from the Mulliken analysis, given in e for atoms 1 to 4: -0.8691 0.8098 -0.5766 -0.2806

---

[5]
# C2H4N4S

An isolated molecule of C2H4N4S (ωB97M-V/def2-TZVPD, OMol25).

```
11
Properties=species:S:1:pos:R:3:forces:R:3
N 2.637852 -0.845667 0.010589 3.8443 1.8150 3.4819
C 1.478798 -0.131740 -0.201520 -0.8218 0.8492 3.2187
N 1.344749 1.218815 -0.000769 0.4675 -2.2744 -0.8135
N -0.013660 1.269888 0.060319 -0.5793 8.1139 -0.0490
C -0.556004 0.164702 -0.142758 -6.1119 -4.2130 1.1804
S -2.403458 -0.282568 0.058974 2.5104 -1.2292 -0.3380
N 0.277772 -0.794670 -0.118243 2.4831 -1.9155 -2.0223
H 3.303047 -0.316563 0.925534 -2.7221 -2.0039 -3.9730
H 2.506259 -1.811964 0.335073 -0.4060 0.7756 -0.4854
H -0.560821 2.208115 0.092179 1.8198 -2.2424 -0.1052
H -2.056911 -1.694835 0.106025 -0.4841 2.3248 -0.0945
```
Forces are in eV/Å.

Charge: 0
SMILES: Nc1n[nH]c(S)n1
Energy relative to the best compared isomer or geometry (same formula, charge and spin), kcal per mole: 51.0

Atom charges from the Mulliken analysis, given in e for atoms 1 to 4: -0.6102 0.4646 -0.7058 0.2332

---

[6]
# C32H31N2O4

The ion C32H31N2O4 with charge +1 (ωB97M-V/def2-TZVPD, OMol25).

```
69
Properties=species:S:1:pos:R:3:forces:R:3
C 0.113485 -6.705852 -0.767437 -0.4593 0.3900 -0.4564
O -0.827639 -5.835852 -1.466578 0.8701 0.1313 0.3231
C -0.692283 -4.496437 -1.244439 0.2010 0.1019 0.5375
C -1.647806 -3.632329 -1.825240 0.3775 -0.2539 0.3114
C -1.658392 -2.294646 -1.462792 0.2122 0.0538 -0.2082
C -0.740901 -1.788238 -0.537464 -0.5274 0.8594 0.0917
C -0.803543 -0.278026 -0.209322 0.0419 -1.4586 -1.6109
C 0.115072 0.603003 -1.061513 -0.1126 -0.4777 -0.5701
C -0.131119 1.977282 -1.097037 0.1232 -0.1256 -0.0126
C 0.885411 2.837682 -1.464973 0.2106 0.0658 -0.1006
C 2.149737 2.312271 -1.770552 0.7671 0.1311 0.6564
O 3.212307 3.206361 -1.617727 -0.1317 -0.1901 -0.4727
C 4.288859 3.179484 -2.521662 -0.2807 -0.0221 -0.2207
C 4.287977 4.166405 -3.511331 0.0334 -0.5538 0.0698
C 5.224224 4.082259 -4.538132 0.0308 0.0678 0.1599
C 6.191430 3.074680 -4.529423 0.0348 -0.0862 0.0888
C 6.244883 2.166050 -3.468438 -0.1146 0.1014 0.0927
C 5.297402 2.216859 -2.438517 -0.2242 0.2643 -0.2126
C 2.342287 0.940188 -1.952831 -0.6042 0.1947 -0.1111
C 1.273422 0.081684 -1.627773 0.5134 0.4490 -0.2689
C -0.429454 0.096699 1.149719 0.0902 1.2720 1.7136
N -1.326203 0.714689 1.951941 0.3548 0.0142 0.2015
C -2.752555 0.495338 1.928858 0.1510 0.3766 0.9399
C -3.188020 -0.826641 2.049463 -0.0913 -0.4837 0.9053
O -2.183951 -1.737227 2.133686 -0.3112 0.0079 -0.1878
C -2.453617 -2.974813 2.800477 -0.1383 -0.0554 -0.2919
C -4.531995 -1.131358 2.317390 0.2582 0.0847 -0.0500
C -5.395685 -0.084068 2.623596 -0.0694 0.0112 -0.1882
C -4.958114 1.238152 2.632954 0.2985 0.3415 -0.1042
C -3.621196 1.535414 2.304232 -0.6696 0.3551 -0.3600
O -3.104694 2.796778 2.338495 -0.4603 -0.1038 0.0758
C -4.021238 3.887534 2.610910 0.0519 -0.4077 -0.0752
C -0.646536 1.381156 2.969180 -0.4161 0.1012 -0.1970
C 0.665630 1.165149 2.778942 -0.3005 -0.1023 0.0381
N 0.791974 0.334618 1.680073 -0.3909 0.0090 -0.0729
C 2.126251 -0.004550 1.208356 0.9500 0.1821 -0.0696
C 0.195168 -2.630783 0.023682 0.3176 -0.3765 -0.3724
C 0.300220 -3.964688 -0.389314 -0.6619 0.0172 -0.0999
H -0.219060 -7.715033 -1.020664 0.1716 0.2118 0.1001
H 1.144590 -6.539031 -1.126411 -0.4415 -0.0929 0.1128
H 0.065306 -6.547160 0.324471 -0.0546 -0.0374 -0.4547
H -2.358700 -4.029323 -2.545205 0.0751 0.0100 0.2185
H -2.377029 -1.604878 -1.912553 0.1320 -0.2984 0.0732
H -1.836839 0.065978 -0.354161 0.1724 -0.1642 0.1393
H -1.114981 2.353046 -0.807107 0.3167 0.0101 0.0619
H 0.742556 3.916954 -1.468838 0.1176 -0.2473 0.0865
H 3.532144 4.951195 -3.471852 0.1561 -0.2836 -0.1154
H 5.177664 4.808068 -5.348273 0.1437 -0.1639 0.1671
H 6.916511 3.005812 -5.345020 -0.2713 0.0206 0.3230
H 7.013844 1.393874 -3.438711 -0.1476 0.2579 -0.0420
H 5.327357 1.528810 -1.588107 -0.0107 0.2041 -0.3969
H 3.319177 0.554261 -2.252526 -0.4375 0.0913 0.0162
H 1.391817 -0.997020 -1.754747 0.0029 0.3383 0.2220
H -1.469917 -3.399811 2.996530 -0.1706 -0.0784 -0.0214
H -2.999131 -2.821396 3.744302 0.1844 0.0576 -0.3042
H -3.028020 -3.628850 2.133468 0.1397 -0.0216 0.2293
H -4.856275 -2.172144 2.365245 0.0773 0.4238 0.0215
H -6.438201 -0.294267 2.884497 0.4410 0.0390 -0.1334
H -5.640352 2.049834 2.911346 0.3165 -0.5476 -0.1973
H -3.399711 4.776110 2.699512 -0.0565 -0.1130 -0.0424
H -4.735485 3.999481 1.782580 0.2276 -0.0402 0.2059
H -4.572247 3.720345 3.546894 0.2658 0.0745 -0.2111
H -1.171641 2.005173 3.669707 0.0363 -0.1525 0.0695
H 1.523776 1.570907 3.292983 -0.0997 -0.2406 -0.0104
H 2.166121 -0.953872 0.668114 -0.1044 0.4621 0.1451
H 2.517751 0.806164 0.575168 -0.2386 -0.3896 0.1822
H 2.785146 -0.075809 2.088592 -0.3818 -0.0871 -0.2531
H 0.877120 -2.255905 0.782423 -0.1016 -0.2327 -0.1715
H 1.125918 -4.575721 -0.031108 -0.3844 0.1044 0.0880
```
Forces are in eV/Å.

Charge: +1
SMILES: COc1ccc([C@H](c2ccc(Oc3ccccc3)cc2)c2n(-c3c(OC)cccc3OC)cc[n+]2C)cc1

Atom charges from the Mulliken analysis, given in e for atoms 1 to 4: -0.7903 -0.4366 0.6897 -1.1301

---

Asked for gap between HOMO and LUMO across the records above, the calculation gives 0.4066; 0.2628; 0.3436; 0.3948; 0.3463; 0.3144 Ha in order.